1) A single C4H4ClNOS molecule. Source: the Open Molecules 2025 dataset; level of theory: the ωB97M-V functional and the def2-TZVPD basis.

The frontier orbital gap is 7.19 eV. As for the SMILES: Cc1cc(=O)n(Cl)s1. For the LUMO energy, the calculation gives -2.20 eV.

Each atom is followed by the atoms it is bonded to, with distances in Å.
CARTESIAN COORDINATES (ANGSTROEM)
1 C 0.51040 -0.40176 0.13290  C2 1.537, H9 1.099, H10 1.099, H11 1.130
2 C -0.12045 0.80519 0.84438  C1 1.537, C3 1.359, S8 1.733
3 C -0.96474 1.63577 0.17816  C2 1.359, C4 1.467, H12 1.097
4 C -1.75494 2.66529 0.86190  C3 1.467, O5 1.248, N6 1.372
5 O -2.81825 3.22581 0.52560  C4 1.248
6 N -1.06708 2.86391 2.03223  C4 1.372, Cl7 1.643, S8 2.197
7 Cl -1.57203 3.82476 3.26569  N6 1.643
8 S 0.23004 1.15537 2.50462  C2 1.733, N6 2.197
9 H 0.52862 -0.13418 -0.93316  C1 1.099
10 H -0.27764 -1.16070 0.23425  C1 1.099
11 H 1.44755 -0.62022 0.72530  C1 1.130
12 H -0.99955 1.41855 -0.89659  C3 1.097

***

2) A single C4H4ClNOS molecule. Source: the Open Molecules 2025 dataset; level of theory: the ωB97M-V functional and the def2-TZVPD basis.

The frontier orbital gap is 7.11 eV. For the LUMO energy, the calculation gives -1.57 eV.

Each atom is followed by the atoms it is bonded to, with distances in Å.
CARTESIAN COORDINATES (ANGSTROEM)
1 C -0.44201 -0.99687 -1.32117  C2 1.273, C3 1.538, H9 1.120
2 C -0.34388 0.25673 -1.51649  C1 1.273, H10 0.986
3 C 0.42715 -1.75099 -0.30071  C1 1.538, O6 1.199, S7 1.729
4 C 0.11974 1.42509 1.20375  N5 1.433, Cl8 1.793, H11 1.185, H12 1.141
5 N 1.03559 0.62800 0.44302  C4 1.433, S7 1.595
6 O 0.63827 -2.93031 -0.34287  C3 1.199
7 S 1.31451 -0.87504 0.89769  C3 1.729, N5 1.595
8 Cl -1.60780 0.94686 1.19513  C4 1.793
9 H -1.26038 -1.75365 -1.43144  C1 1.120
10 H -0.33872 1.14006 -1.95396  C2 0.986
11 H 0.16250 2.53761 0.79700  C4 1.185
12 H 0.29503 1.37250 2.33004  C4 1.141

***

Tell me which of them is the most stable. Sure, it is 1).